C18H24I2N2O3S3Sc2 as an isolated structure, computed with the ωB97M-V functional and the def2-TZVPD basis.

```
54
Properties=species:S:1:pos:R:3:forces:R:3:nbo_charge:R:1
N 0.77253 -1.33576 3.83967 1.34 -0.86 -0.62 -0.71
C 3.62109 -1.48015 -1.74731 0.46 -0.05 -0.01 -0.11
H 3.54714 -3.01965 -0.21026 0.20 0.07 -0.19 0.20
S -1.06372 -1.02561 -1.50881 0.51 0.45 0.82 -0.17
H 1.61305 -1.48624 3.28113 -0.28 0.00 0.35 0.43
H 0.83398 -1.72796 4.78136 -0.23 0.18 -0.11 0.48
S 1.79813 -1.45282 -1.68726 -0.29 0.45 1.56 -0.07
C -3.41652 -0.77590 -2.63042 -0.19 -0.20 -0.35 -0.63
H -4.48289 -0.53824 -2.59006 0.04 -0.06 -0.07 0.27
C -2.99746 3.28710 3.45371 -0.74 -0.63 2.28 -0.11
O 2.89938 0.32487 2.10181 -2.28 -0.72 -1.92 -0.24
C -1.30137 1.25132 2.53593 0.76 -0.35 -0.44 0.26
H -2.93573 -0.11546 -3.36726 -0.21 -0.12 0.21 0.23
C 2.23043 1.81979 -2.17457 7.45 5.42 -0.55 0.47
H 5.05039 -1.42532 -3.34394 -0.23 0.00 -0.03 0.27
S -1.24800 -0.06916 4.83363 -0.87 1.61 -1.31 0.63
H -2.19380 1.26015 -0.22942 -0.17 -0.25 -0.10 0.16
C -3.05419 0.82641 -0.74454 -0.27 0.55 0.12 -0.63
Sc 0.49371 -0.63493 0.37319 -5.41 -3.04 -1.89 1.00
C 2.06666 0.04873 1.37237 7.35 2.85 4.50 0.40
H 3.48906 -3.64253 -1.87450 0.20 0.11 0.14 0.25
C -2.81619 -0.58781 -1.24402 -0.60 -0.28 -0.09 -0.10
H 5.19986 -0.05950 -1.42600 -0.27 -0.10 0.36 0.28
H -2.60272 4.21096 1.56214 0.06 -0.23 0.21 0.28
H -3.32950 1.50252 -1.56904 0.08 -0.20 0.27 0.25
C -0.18478 -0.53187 3.46131 -1.82 1.46 2.57 0.37
C -3.32219 -1.63306 -0.25925 -0.26 -0.37 0.11 -0.62
H 3.65227 -0.35836 -3.63323 0.16 -0.16 0.13 0.21
H 3.47552 -2.11389 -3.82286 0.20 0.20 0.11 0.25
O 3.15139 2.48774 -2.28536 -2.88 -2.02 0.28 -0.22
H -4.39823 -1.48328 -0.10752 0.18 -0.13 -0.01 0.26
H -3.29735 -1.81153 -2.97226 -0.13 0.22 0.02 0.25
I 0.35635 0.46810 -4.79559 0.22 0.60 1.06 0.22
H 5.01861 -3.01276 -1.21425 -0.10 -0.07 -0.01 0.27
H -3.09010 2.15786 5.31939 -0.18 0.21 0.03 0.29
H -3.66772 4.06285 3.81323 0.10 0.06 -0.26 0.30
C -1.53580 2.37051 1.74292 1.50 -1.87 -0.47 -0.26
C 4.30195 -0.41362 -0.89178 0.52 -0.03 0.15 -0.63
C -2.40112 3.34702 2.20208 0.08 0.97 -1.16 0.02
H -1.00449 2.46313 0.78850 -0.40 0.22 0.45 0.22
H -3.16092 -2.65012 -0.64506 -0.13 0.27 0.11 0.25
C -2.70904 2.23584 4.31117 -0.77 1.25 -0.36 -0.17
I 0.36417 -3.05281 1.48828 0.14 -1.62 -0.34 0.42
C 3.93356 -2.87312 -1.22998 0.22 -0.61 0.00 -0.63
C -0.44875 2.33763 -1.94027 -4.62 7.27 0.21 0.48
Sc 0.61095 0.65017 -2.16667 -1.87 -6.86 -5.05 0.45
N -0.45777 0.09859 2.35318 1.05 1.08 -2.11 -0.71
H -2.82097 -1.56717 0.71910 -0.12 0.12 -0.14 0.18
C -1.86077 1.26292 3.82267 0.56 -2.33 2.51 -0.09
O -1.06886 3.29539 -1.97382 1.77 -2.65 0.12 -0.24
H -3.88562 0.82101 -0.02120 0.18 0.08 -0.33 0.26
H 3.67940 0.46076 -0.69312 0.09 0.00 -0.03 0.17
C 3.96346 -1.33094 -3.22467 0.00 -0.13 -0.45 -0.63
H 4.63356 -0.84182 0.06756 -0.10 0.23 -0.27 0.24
```
Positions in Å, forces in eV/Å.

Summary:
- relative energy (zero: lowest compared OMol25 entry of this formula, charge and spin) (kcal/mol) = 117.9
- calculated total energy (a.u.) = -4345.3172
- frontier orbital gap (alpha / beta) (Ha) = 0.1478 / 0.1520
- HOMO level (alpha / beta) (eV) = -20.18 / -20.25
- charge = +4

---

A 2-piece molecular cluster, C4H11NO2 overall, computed with the ωB97M-V functional and the def2-TZVPD basis.

```
18
Properties=species:S:1:pos:R:3:forces:R:3:nbo_charge:R:1
N -1.84692 -0.31473 0.05166 -0.09 -0.25 0.03 -0.85
H 1.36673 1.30011 -2.79509 0.05 0.12 0.05 0.17
H -0.51629 1.54385 1.91769 -0.37 0.08 -0.42 0.22
H 1.79520 0.65509 -1.19802 0.25 0.02 0.07 0.18
C 0.30500 0.93580 1.54870 -0.08 -0.25 1.44 -0.60
H 1.07402 1.17812 2.28737 0.45 -0.08 -0.48 0.21
H 0.58990 1.21857 0.54954 0.04 0.25 -0.21 0.20
H 0.63819 -1.11962 1.02098 0.03 -0.10 -0.12 0.22
H 0.13825 -0.94377 2.66481 -0.24 0.02 0.29 0.23
H -1.17063 -0.31302 -0.70207 0.11 0.23 0.05 0.41
O -2.21412 -1.50827 1.94482 0.02 0.20 0.00 -0.61
H -2.78008 -0.60242 -0.20359 0.04 -0.04 -0.10 0.39
C 1.55085 0.39395 -2.21938 -0.59 -0.31 -0.64 -0.24
H -0.17023 -0.41343 -2.94455 0.60 0.23 0.05 0.48
H 2.35245 -0.17257 -2.69784 0.12 0.11 0.17 0.17
C -1.45151 -0.86429 1.24940 -0.17 -0.25 0.22 0.68
C -0.03523 -0.55728 1.67116 0.28 0.20 -0.69 -0.50
O 0.37442 -0.41609 -2.14561 -0.46 -0.17 0.28 -0.76
```
Positions in Å, forces in eV/Å.

Summary:
- relative energy (zero: lowest compared OMol25 entry of this formula, charge and spin) (kcal/mol) = 16.3
- structure (SMILES) = CCC(N)=O.CO
- calculated total energy (a.u.) = -364.2421
- frontier orbital gap (Ha) = 0.3640
- HOMO level (eV) = -9.35

---

A 4-piece molecular cluster, C21H51NO6P3S overall, computed with the ωB97M-V functional and the def2-TZVPD basis.

```
83
Properties=species:S:1:pos:R:3:forces:R:3:lowdin_charge:R:1
H 4.07296 -3.89088 -3.19532 -0.01 0.05 0.04 0.08
C 3.21010 1.49264 2.77865 0.13 -0.02 -0.43 -0.46
H -5.58356 4.40663 -0.02836 -0.03 -0.04 0.00 0.08
O -4.44614 1.98058 2.00816 0.46 -0.02 0.00 -0.08
H -6.27827 3.69940 2.94967 -0.02 0.03 -0.13 0.08
H -2.30613 -2.18335 -3.68582 -0.03 -0.19 0.06 0.12
H 2.86072 3.10891 4.51365 -0.41 -0.48 -0.38 0.15
H -2.81434 -2.81273 -6.64009 0.12 0.06 0.01 0.08
H -1.78990 -4.30342 0.76043 0.26 0.69 -0.18 0.14
H -0.22903 -0.83529 0.24646 -0.18 0.48 0.61 0.08
H 1.96328 -0.85484 0.28784 0.81 0.33 0.75 0.04
H 0.40793 2.21626 0.08687 -0.08 -0.32 0.60 0.11
H 0.07337 -2.67085 -4.21330 -0.05 0.05 0.02 0.07
H -4.70296 4.07689 3.62828 0.03 0.04 -0.05 0.08
C 0.17860 2.88637 5.92572 1.70 -0.02 -0.51 -0.23
H -0.48912 -1.28996 -5.17489 0.02 -0.04 -0.03 0.08
S 5.61140 0.76511 4.55876 -0.30 0.36 -0.48 0.11
H 5.64620 2.75776 2.65368 -0.54 -0.36 -0.88 0.00
C 0.94997 1.55112 2.11040 1.22 0.17 -1.60 -0.27
C 4.67635 -1.81683 -3.11661 -0.22 0.09 -0.82 -0.51
H 1.25251 2.67270 6.16474 -0.72 0.21 -0.04 0.04
O 0.35561 5.07055 4.08426 0.89 -2.50 0.61 -0.27
C -5.29811 4.12323 2.71407 0.18 0.09 0.17 -0.06
H -2.97220 -1.20629 -5.90325 0.00 -0.04 -0.04 0.08
H -2.16262 1.34652 1.50090 0.74 -0.56 -0.32 0.10
H -5.31613 1.60543 2.17773 -0.05 0.00 0.00 0.09
P 2.69775 0.35665 0.05969 -1.77 1.41 -3.51 0.79
H -0.59097 -0.74499 2.03650 0.11 0.31 -0.72 0.10
H 2.91272 0.50966 3.23563 0.72 0.46 -0.10 0.13
C -4.62568 3.33850 1.59868 -0.73 -0.04 0.04 -0.50
C 2.45576 2.49380 3.69207 -0.38 -1.74 -2.49 0.00
C -1.24484 -3.62313 0.06035 -0.15 -0.24 -1.18 -0.23
H 4.89251 0.32837 -3.28086 -0.03 -0.03 0.04 0.08
H -1.69327 -1.84614 -1.23244 0.08 -0.52 0.37 0.11
C 0.93377 -4.38245 0.54941 0.84 0.34 0.71 -0.11
H -4.95775 2.80717 -0.46960 0.03 0.06 0.02 0.08
H -0.35245 1.92566 6.07856 0.01 0.73 -0.16 0.06
H -4.04853 -2.53150 -5.42312 0.04 0.05 0.04 0.08
C -0.61573 -2.36074 -5.00197 0.15 0.08 0.20 -0.06
P -0.03598 3.42962 4.13017 -3.30 1.03 0.26 0.96
H -3.63046 3.74878 1.40968 0.06 -0.18 0.05 0.13
H 0.89846 -4.86828 1.54964 -0.08 -0.19 -0.76 0.09
H 0.83905 0.56356 2.60477 -0.47 0.34 -0.65 0.15
O -2.16768 -4.09286 -4.37413 -0.09 0.08 0.47 -0.06
C -0.94651 -0.47942 1.01554 -1.51 -0.18 0.13 -0.21
C 4.18150 -0.45034 -3.56590 0.00 0.14 0.18 -0.07
H -0.52265 2.97776 1.40737 0.34 -0.51 -0.35 0.09
C -5.44693 3.38130 0.31975 0.16 -0.03 -0.21 -0.06
H 3.21219 -0.21648 -3.12318 0.02 0.06 -0.06 0.05
O 0.04329 -3.27287 0.56287 -0.15 -0.14 -0.45 -0.23
C -2.07759 -2.38132 -0.34097 -0.80 0.16 0.84 -0.17
H -1.08152 -4.22417 -0.86989 -0.25 0.33 0.53 0.12
C -2.05006 -2.69187 -4.61800 0.19 -0.18 -0.68 -0.50
H -1.64833 1.16098 -0.19231 0.14 -0.03 0.70 0.13
O 5.95467 -2.07872 -3.69016 0.18 -0.04 0.48 -0.05
H -5.43032 5.17047 2.43654 -0.03 -0.03 0.02 0.08
C -2.26341 -1.33638 0.80667 0.44 -0.51 0.14 -0.18
H 4.08641 -0.40937 -4.65466 -0.05 -0.12 0.02 0.09
H 2.57056 2.62269 1.07502 -0.32 -0.85 -0.47 0.15
C -1.30291 1.02584 0.85958 0.34 0.11 -0.36 -0.17
C -0.09830 2.00954 1.04915 -0.93 0.26 1.01 -0.14
H 2.71747 -2.75205 -3.07239 -0.01 0.00 -0.06 0.07
O 2.17454 0.95844 -1.24334 0.69 -0.68 2.17 -0.46
H -3.15072 -0.69298 0.61996 0.67 -0.25 -0.07 0.11
H 5.85458 -2.07865 -4.64702 -0.01 0.01 -0.05 0.09
H -6.43198 2.93288 0.47659 -0.01 0.10 0.09 0.09
H -0.32370 -2.89693 -5.90943 -0.10 0.07 -0.05 0.08
H 1.97009 -3.98697 0.43758 -0.67 -0.18 0.02 0.08
N 1.21163 2.45113 3.28463 2.16 1.65 1.83 -0.17
H 3.59180 -2.95767 -4.60291 -0.04 0.13 0.02 0.08
H 1.00267 5.21035 4.79216 0.06 0.71 -0.09 0.05
H 5.54742 0.52394 1.82431 -0.50 0.90 -0.39 -0.02
H -0.14823 3.68215 6.62058 -0.19 -0.47 -0.50 0.06
H -1.94442 -4.55438 -5.18838 0.00 -0.01 -0.05 0.09
H -2.49775 -1.88847 1.74692 0.15 0.35 -0.58 0.12
H 4.80869 -1.82133 -2.03041 0.20 -0.07 -0.04 0.12
C -3.02589 -2.27941 -5.70899 -0.22 0.08 0.09 -0.06
H 0.76058 -5.08564 -0.28802 -0.15 0.29 0.50 0.09
H -3.09441 -2.75362 -0.60288 0.68 0.08 -0.01 0.12
H 4.09369 0.10718 -0.11418 -0.38 -0.16 0.90 0.02
P 5.08028 1.45856 2.79111 0.55 -0.87 2.72 0.39
C 2.38364 1.58376 1.43711 0.42 0.09 2.22 -0.34
C 3.70276 -2.91526 -3.51604 -0.02 -0.22 0.23 -0.06
```
Positions in Å, forces in eV/Å.

Summary:
- relative energy (zero: lowest compared OMol25 entry of this formula, charge and spin) (kcal/mol) = 0.0
- calculated total energy (a.u.) = -2758.8500
- frontier orbital gap (Ha) = 0.2521
- HOMO level (eV) = -11.75
- charge = +1

---

A 2-piece molecular cluster, C7H10S overall, computed with the ωB97M-V functional and the def2-TZVPD basis.

```
18
Properties=species:S:1:pos:R:3:forces:R:3:nbo_charge:R:1
S 1.95722 1.08825 -0.22995 1.19 -0.37 0.60 0.41
H -0.05026 3.10950 0.34591 0.52 0.13 0.52 0.20
C 2.38603 -1.24165 0.68222 -1.56 -2.07 0.19 -0.26
C 2.88050 -0.02862 0.78934 -0.06 2.83 -1.62 -0.38
H 0.07782 0.08871 -1.29510 -0.51 0.11 -0.61 0.24
H -0.02061 -2.59985 -1.17025 -1.17 -0.88 -2.59 0.22
H -2.70421 2.24645 -0.90036 0.60 -0.29 0.03 0.19
C 0.95058 -0.15923 -0.74546 -0.49 -1.45 0.73 -0.43
H -0.26323 -2.87565 0.54093 1.26 0.56 -1.12 0.22
H 1.36235 -3.40771 -0.14634 -1.84 0.41 -0.95 0.22
H 2.71139 -2.05623 1.30373 0.41 -0.38 -0.09 0.21
H -1.49542 3.43171 -1.63550 0.11 -0.95 1.40 0.20
H -1.14556 1.71004 1.08496 0.15 1.71 -1.07 0.21
C 0.50513 -2.65219 -0.29750 1.16 -1.54 3.86 -0.62
C 1.21210 -1.38430 -0.16292 1.39 2.72 0.81 -0.06
H 3.81684 0.34899 1.12344 0.36 -0.05 0.77 0.23
C -0.95895 2.54999 0.32590 -1.24 -1.43 -1.38 -0.40
C -1.70424 2.68922 -0.79903 -0.28 0.94 0.51 -0.41
```
Positions in Å, forces in eV/Å.

Summary:
- relative energy (zero: lowest compared OMol25 entry of this formula, charge and spin) (kcal/mol) = 44.8
- structure (SMILES) = Cc1ccsc1.C=C
- calculated total energy (a.u.) = -670.8321
- frontier orbital gap (Ha) = 0.3459
- HOMO level (eV) = -8.50